{"formula": "C9H6CuF7NO3S", "method": "the ωB97M-V functional and the def2-TZVPD basis", "lumo_ev": -6.3333, "total_charge": 1, "e_homo_ha": -0.476, "species": ["C", "C", "C", "C", "C", "O", "N", "C", "S", "O", "O", "C", "F", "F", "C", "F", "F", "C", "F", "F", "F", "H", "H", "H", "H", "H", "H", "Cu"], "xyz": [[0.59915, -3.05733, 1.40976], [1.10541, -2.04767, 0.97271], [1.77861, -0.72945, 0.53434], [2.37942, -0.60844, -0.94105], [2.91813, 0.90113, -0.80483], [3.93741, 1.36542, -1.23077], [1.88541, 1.59471, 0.01595], [1.12779, 0.67754, 0.89493], [-0.69728, 0.86360, 1.05708], [-1.35729, -0.25735, 1.73462], [-0.91424, 2.05213, 1.94621], [-1.60277, 1.19127, -0.53834], [-2.31104, 2.38898, -0.34046], [-0.77952, 1.42081, -1.63347], [-2.70416, 0.10470, -0.92286], [-3.72029, 0.00051, 0.02279], [-3.33684, 0.57293, -2.08012], [-2.13540, -1.35114, -1.22908], [-2.42377, -2.26866, -0.25171], [-2.75008, -1.79159, -2.39641], [-0.77142, -1.39419, -1.45659], [0.05697, -3.88717, 1.92284], [2.70913, -0.71961, 1.19686], [3.20738, -1.36667, -0.92658], [1.63986, -0.59753, -1.78720], [1.35271, 2.23515, -0.57916], [1.52937, 0.93977, 1.92974], [-0.72265, 3.76817, 3.48080]]}

---

{"formula": "C5H8O2", "method": "the ωB97M-V functional and the def2-TZVPD basis", "e_above_lowest_ev": 5.095, "lumo_ev": [0.2654, 0.2655], "e_homo_ha": [-0.298, -0.298], "species": ["C", "C", "C", "C", "O", "C", "O", "H", "H", "H", "H", "H", "H", "H", "H"], "xyz": [[0.30352, 1.73425, 0.79645], [0.02942, 0.60996, -0.15112], [-0.47906, 0.62450, -1.43456], [0.40331, -0.79597, -0.20971], [1.50590, -1.22233, -0.79530], [-0.56723, -1.46647, 0.70939], [-1.19122, -0.33531, 1.12456], [-0.56323, 2.40083, 0.83406], [1.15881, 2.30759, 0.41817], [0.51130, 1.37573, 1.80497], [-1.37612, 1.19195, -1.67980], [-0.05825, 0.01203, -2.22290], [1.48287, -2.18882, -0.88550], [-1.17350, -2.24585, 0.19611], [0.01350, -2.00209, 1.49519]]}

---

{"formula": "C3H7NO3S", "method": "the ωB97M-V functional and the def2-TZVPD basis", "e_above_lowest_ev": 2.270, "lumo_ev": 0.6312, "smiles": "C1=NCCO1.OSO", "e_homo_ha": -0.306, "species": ["C", "N", "C", "C", "O", "H", "H", "H", "H", "H", "O", "S", "O", "H", "H"], "xyz": [[0.13144, 0.50162, 0.71275], [0.63290, -0.65006, 0.76822], [1.70588, -0.79538, -0.12396], [1.78362, 0.65605, -0.78527], [0.71146, 1.38775, -0.09379], [-0.50689, 0.85651, 1.49302], [1.50126, -1.65150, -0.79926], [2.70167, -0.84758, 0.35124], [2.80475, 0.95604, -0.54932], [1.50107, 0.77137, -1.77900], [-2.10102, -1.39502, 0.14481], [-2.32075, -0.05838, -0.71534], [-3.20358, 0.73659, 0.47265], [-1.30201, -1.57874, 0.79415], [-4.03981, 1.11074, 0.10911]]}

---

{"formula": "C5H11Cl8HgO", "method": "the ωB97M-V functional and the def2-TZVPD basis", "e_above_lowest_ev": 1.004, "lumo_ev": -9.3614, "total_charge": 1, "e_homo_ha": -0.486, "species": ["Hg", "C", "O", "H", "H", "H", "C", "Cl", "Cl", "H", "H", "C", "Cl", "Cl", "H", "H", "C", "Cl", "Cl", "H", "H", "C", "Cl", "Cl", "H", "H"], "xyz": [[-1.42455, -3.50149, 1.45082], [-0.12495, -0.83195, -0.13991], [-0.18692, -2.09490, 0.42491], [-1.14537, -0.43049, -0.24017], [0.49905, -0.18077, 0.48581], [0.38739, -0.73404, -1.11063], [-3.40753, -1.25075, -2.72966], [-2.63486, 0.30295, -3.14173], [-3.42660, -2.39387, -4.04485], [-2.87322, -1.66755, -1.88203], [-4.42743, -1.02069, -2.44272], [1.03373, 2.08996, -2.49330], [1.36569, 2.74807, -0.87445], [2.36718, 1.05607, -3.01877], [0.09797, 1.54502, -2.44323], [0.93614, 2.88585, -3.22231], [2.90331, -1.08915, 2.34007], [4.45815, -1.89501, 2.61907], [3.00892, 0.66252, 2.40414], [2.52207, -1.40568, 1.37430], [2.22069, -1.43087, 3.11209], [-0.32644, 1.66277, 2.59204], [0.29522, 2.15623, 4.16899], [-2.07030, 1.99292, 2.50897], [0.15822, 2.23315, 1.80961], [-0.20554, 0.59168, 2.49296]]}

---

It is found that the largest force on an atom values, taken in the order of the records, are 5.07 0.38 2.96 2.64 eV Å⁻¹.